{"formula": "C57H58AsN4O3PS3SbTl", "method": "ωB97M-V with the def2-TZVPD basis set", "symbols": ["Tl", "Sb", "As", "S", "S", "S", "P", "O", "O", "O", "N", "N", "N", "N", "C", "C", "C", "C", "C", "C", "C", "C", "C", "C", "C", "C", "C", "C", "C", "C", "C", "C", "C", "C", "C", "C", "C", "C", "C", "C", "C", "C", "C", "C", "C", "C", "C", "C", "C", "C", "C", "C", "C", "C", "C", "C", "C", "C", "C", "C", "C", "C", "C", "C", "C", "C", "C", "C", "C", "C", "C", "H", "H", "H", "H", "H", "H", "H", "H", "H", "H", "H", "H", "H", "H", "H", "H", "H", "H", "H", "H", "H", "H", "H", "H", "H", "H", "H", "H", "H", "H", "H", "H", "H", "H", "H", "H", "H", "H", "H", "H", "H", "H", "H", "H", "H", "H", "H", "H", "H", "H", "H", "H", "H", "H", "H", "H", "H", "H"], "coordinates": [[-0.03016, 0.03771, 0.20230], [-3.30830, 1.35598, -0.97800], [5.90432, 4.30032, -0.69642], [-2.66164, -0.95674, -0.99078], [-2.40663, 2.33876, -2.88194], [-2.06606, 2.20906, 0.87368], [3.01103, 0.65237, -0.98097], [-4.26477, -2.71928, 1.02973], [1.46590, 2.60132, 2.02516], [0.92391, 0.40492, 4.61365], [0.50128, -0.81685, -2.33299], [-1.38170, -1.01437, 2.33125], [-2.08149, -3.28748, 1.01521], [1.20952, -0.54093, 2.60169], [1.33180, 2.31630, -4.29043], [-1.05560, -0.12261, -5.29651], [3.90384, -0.94164, -1.21122], [8.25295, 1.80009, -3.97590], [0.78225, 3.87916, 0.14740], [3.46643, -1.88592, -2.13692], [1.93267, -2.76796, 4.34053], [2.75892, -2.07599, 3.46094], [4.29887, 3.17350, -1.02167], [2.72977, 1.12862, -2.73033], [4.08000, -3.12043, -2.23452], [7.03651, 3.73522, -3.25822], [4.95091, -1.28907, -0.36042], [-0.89086, -6.93866, 2.58422], [-2.95508, -2.39230, 1.25987], [-4.22614, -3.94154, 0.31111], [-3.43917, -5.86766, 2.51030], [-2.52367, -5.51754, 1.52896], [7.16476, 2.40284, 3.47342], [5.56265, -2.52576, -0.45610], [6.43485, 3.51893, 1.01979], [-1.97221, 0.69284, 3.90392], [7.02122, 3.26986, -1.94649], [-1.83161, -2.31670, -4.30790], [0.45237, -2.14364, -5.38861], [4.54607, 1.70656, -0.75918], [-0.03848, -1.05411, -3.31360], [7.64358, 3.00917, -4.26699], [-1.82366, -7.31479, 3.53660], [-3.09390, -6.77002, 3.50319], [8.13698, 2.75255, 2.55128], [3.80169, -4.15698, 2.85645], [0.52154, 3.30982, 2.85454], [2.24114, 2.05093, -5.30095], [-3.30870, 0.53812, 3.55876], [-0.62919, -1.40746, -4.58089], [2.33619, 0.26564, 4.47847], [1.57977, 1.85698, -3.00993], [-1.24048, -6.05246, 1.58514], [5.83151, 2.64593, 3.18734], [-2.77327, -4.44581, 0.49270], [5.47119, 3.20531, 1.97472], [3.70278, -2.78276, 2.73077], [7.77273, 3.31686, 1.34061], [8.25272, 1.32855, -2.67432], [-2.66539, -1.21134, 2.05986], [0.39718, -0.05937, 3.45024], [-3.67093, -0.42972, 2.64078], [5.13584, -3.44528, -1.39833], [7.64126, 2.05854, -1.66860], [1.60413, 2.80498, 0.76214], [-1.04364, -0.09383, 3.23182], [2.95543, -4.83993, 3.71103], [2.02691, -4.14178, 4.46462], [2.51818, -0.60265, 3.20663], [3.63879, 0.86361, -3.74944], [3.38902, 1.32188, -5.03022], [-3.81773, -7.03583, 4.26108], [7.63321, 3.38029, -5.28246], [2.76503, 1.26370, 4.33892], [3.00522, -5.91719, 3.77622], [2.73813, -0.19336, 5.38356], [7.44734, 1.95021, 4.41422], [-1.55724, -8.01972, 4.31175], [0.04734, -2.43791, -6.35456], [-0.18499, 0.48660, -5.53267], [-2.33383, -4.74606, -0.46541], [-2.55267, -1.80139, -3.67677], [-1.57459, -0.37564, -6.21898], [0.86931, 2.04820, -2.21874], [5.62064, -4.40852, -1.47797], [2.63278, -1.64214, -2.77729], [0.77948, 4.36881, 2.92123], [2.05544, 2.40754, -6.30424], [6.37680, -2.77667, 0.21112], [0.77664, 4.81522, 0.71486], [-1.52086, -3.22267, -3.78928], [-2.30723, -2.59088, -5.24754], [1.31264, -1.49436, -5.55045], [9.18083, 2.57528, 2.77471], [4.10053, 1.11461, -5.81919], [3.27126, -0.19893, 2.52750], [0.11518, -7.33045, 2.62814], [5.06839, 2.38559, 3.90849], [1.35808, -4.66981, 5.13183], [0.57215, 2.85237, 3.83974], [1.18462, -2.23641, 4.91150], [8.72108, 1.22124, -4.76067], [-4.69757, -0.59407, 2.35623], [-1.71515, 0.47226, -4.66641], [-4.98868, -4.61657, 0.70758], [-0.25811, 3.51707, 0.16258], [4.42495, 3.38550, 1.75911], [4.86675, 1.56709, 0.27496], [0.42489, 2.86620, -4.48921], [-4.05800, 1.16901, 4.01207], [4.52706, -4.70129, 2.26813], [3.73393, -3.83514, -2.96885], [-4.43457, -3.74037, -0.74636], [-4.42433, -5.42778, 2.52065], [5.29519, -0.58885, 0.38965], [4.53797, 0.29302, -3.54996], [6.54896, 4.67925, -3.48431], [4.34609, -2.26613, 2.03761], [5.32447, 1.31988, -1.42385], [-0.51503, -5.73726, 0.85000], [-1.65007, 1.41670, 4.63608], [0.78889, -3.03617, -4.86245], [3.47422, 3.52227, -0.39556], [-0.47978, 3.19675, 2.43507], [8.53714, 3.59887, 0.62326], [4.00976, 3.33268, -2.06507], [8.71526, 0.37770, -2.44482], [1.06023, 4.07277, -0.88416], [7.64445, 1.67176, -0.65701]], "mulliken_charge": [1.250, 0.323, 0.110, -0.304, -0.591, -0.648, 1.324, -0.445, 0.380, -0.553, 0.064, -0.059, 0.049, 0.030, -0.992, -1.343, 0.665, -0.536, -1.502, -0.287, -0.327, 0.103, -1.040, 0.869, -0.733, -0.486, -0.977, -0.491, -0.253, -0.817, -0.195, 0.361, -0.722, -0.570, 0.391, -0.373, 0.179, -1.728, -1.849, -0.269, -0.878, -0.606, -0.531, -0.838, -0.464, -0.741, -0.775, -0.362, -0.722, 2.548, -0.679, -0.529, -0.503, -0.105, 0.190, -0.501, -0.057, -0.479, -0.521, 0.413, 0.021, -0.786, -0.790, 0.152, 0.066, 0.334, -0.439, -0.958, 1.339, -0.558, -1.098, 0.381, 0.414, 0.277, 0.422, 0.342, 0.423, 0.376, 0.470, 0.191, 0.658, 0.312, 0.487, 0.147, 0.391, 0.056, 0.417, 0.384, 0.467, 0.497, 0.323, 0.468, 0.285, 0.391, 0.452, -0.186, 0.390, 0.384, 0.406, 0.195, 0.365, 0.382, 0.539, 0.081, 0.357, 0.183, 0.249, 0.125, 0.443, 0.418, 0.429, 0.452, 0.291, 0.248, 0.530, 0.446, 0.349, 0.206, 0.299, 0.413, 0.524, 0.368, -0.371, 0.110, 0.466, 0.744, 0.391, 0.362, 0.230], "homo_lumo_gap_ha": [0.2220, 0.1989], "s2": 0.77, "total_charge": -1, "spin_multiplicity": 2, "e_above_lowest_kcal_mol": 31.0, "e_lumo_ev": [2.2117, 1.3514], "e_homo_ev": [-3.83, -4.06], "energy_ev": -186017.2305, "max_force_ev_per_a": 1.60}